Entry 1:
An isolated ion of composition C6H18O2PSi2 and charge -1 in a non-equilibrium geometry, computed with the ωB97M-V functional and the def2-TZVPD basis.

The geometry in XYZ format:
```
29
Properties=species:S:1:pos:R:3:forces:R:3
C -1.889 2.987 2.203 0.6 2.8 -0.1
P -0.404 2.072 1.633 0.7 0.5 -1.3
O 0.224 1.254 2.743 -0.2 -0.7 0.4
Si -1.283 0.569 -0.035 -1.3 -2.4 -1.2
C -1.667 0.842 -1.956 -1.3 -1.8 0.6
C -2.708 -0.948 0.295 -0.5 4.6 -0.6
O 0.061 -0.403 -0.370 1.0 -0.5 1.0
Si 1.640 -0.787 -0.022 0.1 0.5 -0.5
C 2.629 0.783 -0.456 -0.6 -1.9 -1.6
C 1.940 -1.420 1.742 -0.7 -2.0 -0.2
C 2.172 -1.962 -1.485 -1.0 -0.6 1.5
H -2.813 2.574 2.513 -1.0 -0.8 0.1
H -1.588 3.687 3.041 0.1 -0.9 -0.6
H -2.030 3.758 1.381 -0.3 -1.0 0.5
H -2.511 0.158 -2.340 0.9 0.9 1.0
H -1.953 1.815 -2.233 -0.1 1.5 -0.6
H -0.824 0.462 -2.516 0.6 0.4 -0.1
H -2.311 -1.846 -0.007 1.0 -2.3 0.2
H -3.044 -0.687 1.270 0.1 -1.1 1.4
H -3.636 -0.786 -0.277 0.4 0.2 -0.4
H 3.603 0.422 -0.893 -1.0 0.6 -0.1
H 1.847 1.132 -1.200 1.5 0.0 0.3
H 2.837 1.550 0.220 0.0 1.1 1.3
H 2.899 -1.153 2.109 0.9 1.2 0.3
H 1.133 -0.998 2.356 0.4 0.1 0.1
H 2.041 -2.534 1.982 -0.8 1.0 -0.9
H 1.589 -1.563 -2.343 0.5 -0.6 0.3
H 3.262 -1.933 -1.668 -0.6 -0.2 0.0
H 1.820 -3.014 -1.162 0.6 1.5 -1.0
```
Positions in Å, forces in eV/Å.

The gap between HOMO and LUMO comes out at 6.241 eV. The calculation puts the energy at -1310.3463 hartree. The SMILES is CP([O-])[Si](C)(C)O[Si](C)(C)C. The charge is -1.

Entry 2:
One molecule with the formula C4H8O2, computed with the ωB97M-V functional and the def2-TZVPD basis.

The geometry in XYZ format:
```
14
Properties=species:S:1:pos:R:3:forces:R:3
C -1.624 -0.040 1.204 -0.2 -0.1 0.2
O -0.947 0.532 0.104 0.0 0.0 0.0
C 0.437 0.428 0.231 0.1 0.1 0.1
C 1.080 -0.852 -0.254 0.0 -0.2 0.0
C 1.168 0.414 -1.069 0.3 0.1 0.2
O 0.457 0.543 -2.255 -0.3 -0.1 0.0
H -1.513 0.584 2.104 0.0 -0.1 -0.2
H -1.238 -1.045 1.424 -0.1 0.1 -0.1
H -2.683 -0.107 0.944 0.1 0.0 0.0
H 0.859 0.944 1.096 -0.1 0.0 -0.2
H 0.394 -1.605 -0.636 0.1 0.1 0.1
H 1.964 -1.237 0.246 -0.1 0.1 -0.1
H 2.126 0.924 -1.121 -0.1 -0.1 0.0
H -0.482 0.518 -2.018 0.1 0.1 -0.1
```
Positions in Å, forces in eV/Å.

The gap between HOMO and LUMO comes out at 10.468 eV. The calculation puts the energy at -307.6260 hartree. The SMILES is CO[C@H]1C[C@H]1O.

Entry 3:
One molecule with the formula C10H18BN3O4 in a non-equilibrium geometry, computed with the ωB97M-V functional and the def2-TZVPD basis.

The geometry in XYZ format:
```
36
Properties=species:S:1:pos:R:3:forces:R:3
N 0.295 -0.785 -1.110 0.8 0.5 -1.0
C 0.462 0.295 -0.161 0.2 -0.2 1.5
C -0.832 1.002 0.055 -0.6 1.3 3.4
C -1.541 1.559 -1.109 -0.7 -1.0 -2.0
C -2.459 0.503 -1.782 0.0 -1.1 0.6
C -3.636 0.059 -0.857 0.1 0.1 0.2
B -3.122 -0.692 0.466 0.2 -0.5 0.7
O -2.030 -1.552 0.486 0.6 -0.2 -0.8
O -3.675 -0.525 1.738 -0.6 0.1 -1.1
C 0.977 -0.293 1.226 1.0 2.0 -0.3
C 2.372 -0.896 1.163 -2.8 -1.5 3.7
C 2.929 -1.743 2.116 -1.2 -0.2 0.2
N 4.242 -2.007 1.784 -0.8 1.2 -0.6
C 4.437 -1.275 0.692 0.7 -0.7 0.5
N 3.309 -0.606 0.299 1.7 -0.3 -0.2
C 1.458 1.303 -0.713 0.0 0.2 0.5
O 2.085 1.040 -1.711 0.4 0.9 -0.2
O 1.615 2.437 0.014 -0.1 -1.1 -0.4
H 0.460 -0.306 -2.031 -0.5 -1.1 0.7
H 1.132 -1.343 -0.991 0.0 -0.6 -0.3
H -1.487 0.317 0.621 0.8 0.9 -0.3
H -0.631 1.814 0.808 -0.1 -0.5 -0.7
H -2.155 2.394 -0.864 -0.3 0.8 0.4
H -0.826 1.870 -1.872 0.1 0.4 -0.1
H -1.818 -0.395 -1.958 -0.7 0.7 -0.5
H -2.897 0.903 -2.696 0.3 -0.1 -0.2
H -4.177 0.981 -0.626 -0.2 -0.1 0.3
H -4.398 -0.590 -1.382 1.0 0.5 0.3
H -1.249 -1.387 -0.127 -1.5 -0.6 0.2
H -3.326 -1.159 2.374 0.2 0.1 -0.2
H 0.999 0.545 1.974 0.1 -0.3 -0.8
H 0.262 -0.948 1.687 -0.4 -0.7 -0.4
H 2.344 -2.145 3.004 1.3 0.4 -1.3
H 5.403 -1.222 0.222 -0.1 0.2 -0.4
H 3.054 -0.012 -0.440 1.0 0.5 -1.5
H 2.423 2.858 -0.299 0.1 0.3 -0.2
```
Positions in Å, forces in eV/Å.

The gap between HOMO and LUMO comes out at 8.821 eV. The calculation puts the energy at -882.0320 hartree. The SMILES is N[C@@](CCCCB(O)O)(Cc1cnc[nH]1)C(=O)O.